{"formula": "C7H10", "method": "wB97M-V/def2-TZVPD", "elements": ["C", "C", "C", "C", "C", "C", "C", "H", "H", "H", "H", "H", "H", "H", "H", "H", "H"], "positions_angstrom": [[0.073, 1.040, 1.638], [0.701, 0.075, -0.940], [0.754, -0.364, 0.497], [-0.675, 1.690, 0.806], [-1.343, 2.067, -0.249], [0.405, -0.792, -1.911], [0.055, -1.679, 0.866], [0.831, -0.714, -2.908], [1.270, 0.981, -1.152], [0.010, 1.387, 2.717], [-1.063, 2.961, -0.792], [0.105, -1.682, 1.950], [-2.291, 1.580, -0.442], [1.844, -0.555, 0.576], [-0.214, -1.668, -1.726], [-0.994, -1.710, 0.549], [0.533, -2.616, 0.522]], "atomic_forces_ev_per_a": [[0.38, -1.08, -1.38], [0.56, -0.51, 0.10], [-0.35, 0.93, 1.11], [0.09, -0.28, -0.28], [-0.49, 0.54, 0.49], [-0.03, 0.11, 0.11], [-0.12, 0.33, 0.35], [-0.50, 0.41, -0.01], [-0.10, -0.20, -0.07], [0.79, -1.37, -1.19], [0.01, -0.17, -0.25], [-0.32, -0.39, 0.20], [-0.05, 0.18, -0.19], [-0.46, 0.64, 0.87], [0.36, -0.02, 0.11], [0.15, 0.15, 0.14], [0.06, 0.73, -0.12]], "nbo_charge": [-0.328, -0.193, -0.148, 0.053, -0.511, -0.397, -0.650, 0.204, 0.209, 0.249, 0.222, 0.223, 0.223, 0.221, 0.193, 0.212, 0.219], "fmax_ha_per_bohr": 0.038, "e_homo_ha": -0.3377, "e_above_lowest_kj_mol": 431.0}